(1)
Molecular formula: C24H63N5O9Zr
Method: DFT, wB97M-V/def2-TZVPD

ORCA input file:
```
! wB97M-V def2-TZVPD RIJCOSX def2/J DEFGRID3
* xyz 2 1
Zr -21.33 35.24 15.94
C -24.43 34.95 19.06
C -23.67 33.87 18.29
C -24.59 32.69 18.04
O -22.95 34.36 17.18
H -25.08 34.58 19.85
H -25.14 35.50 18.43
H -23.83 35.75 19.48
H -22.97 33.40 18.98
H -25.44 32.96 17.41
H -25.07 32.29 18.93
H -24.02 31.84 17.66
O -18.23 36.10 18.62
C -19.22 35.77 17.80
O -19.26 35.95 16.55
O -20.28 35.24 18.00
H -18.47 35.74 19.48
C -14.93 35.74 17.71
C -15.34 34.95 16.47
C -15.98 33.60 16.92
O -15.00 32.76 17.55
C -15.48 31.48 17.95
N -16.32 35.82 15.85
H -14.38 36.64 17.42
H -14.23 35.20 18.35
H -15.77 36.14 18.27
H -14.48 34.84 15.81
H -16.40 33.11 16.05
H -16.79 33.89 17.59
H -14.88 30.95 18.69
H -15.42 30.86 17.06
H -16.50 31.48 18.34
H -15.83 36.70 15.85
H -17.17 36.01 16.37
C -19.46 37.93 13.30
C -20.31 36.72 12.85
C -20.04 36.14 11.42
O -20.54 34.82 11.46
C -20.74 34.35 10.18
N -20.20 35.68 13.88
H -19.85 38.26 14.26
H -19.54 38.74 12.58
H -18.39 37.72 13.34
H -21.36 36.99 12.87
H -18.97 36.05 11.27
H -20.37 36.80 10.62
H -19.92 34.47 9.48
H -21.63 34.88 9.83
H -20.98 33.28 10.20
H -20.26 34.93 13.20
H -19.20 35.50 13.85
C -14.94 41.91 18.79
C -15.04 41.47 20.31
C -15.65 40.09 20.46
O -16.85 40.10 19.71
C -17.41 38.80 19.55
N -13.71 41.54 20.78
H -14.29 41.20 18.28
H -14.49 42.89 18.64
H -15.93 41.81 18.36
H -15.63 42.25 20.79
H -15.87 39.80 21.49
H -15.06 39.28 20.03
H -18.30 38.80 18.93
H -17.71 38.43 20.53
H -16.68 38.19 19.02
H -13.56 40.67 21.27
H -13.20 41.49 19.92
C -15.65 36.43 21.42
C -15.35 35.24 22.34
C -15.60 33.86 21.72
O -16.93 33.56 21.73
C -17.11 32.17 21.74
N -14.05 35.36 22.97
H -15.67 37.41 21.90
H -16.65 36.32 21.01
H -15.10 36.39 20.48
H -16.00 35.27 23.22
H -14.98 33.10 22.18
H -15.20 34.06 20.72
H -16.83 31.82 20.75
H -18.15 31.86 21.81
H -16.58 31.62 22.53
H -14.00 36.26 23.43
H -13.93 34.71 23.73
C -19.12 36.50 22.85
C -19.94 35.40 22.19
C -21.26 35.96 21.60
O -22.17 36.32 22.63
C -23.44 36.89 22.22
N -19.15 34.94 21.05
H -18.96 37.35 22.19
H -18.11 36.17 23.09
H -19.62 36.81 23.77
H -20.03 34.57 22.89
H -21.85 35.25 21.03
H -21.08 36.82 20.95
H -24.01 36.87 23.14
H -23.97 36.21 21.55
H -23.32 37.89 21.80
H -18.26 34.71 21.47
H -19.63 34.08 20.82
*
```

=====

(2)
Molecular formula: C24H63N7O21SZn2
Method: DFT, wB97M-V/def2-TZVPD

ORCA input file:
```
! wB97M-V def2-TZVPD RIJCOSX def2/J DEFGRID3
* xyz 0 1
Zn 2.59 -1.02 -2.60
Zn 0.95 -1.61 0.75
S 3.59 -3.01 -0.37
O 3.08 -4.38 -0.45
O 3.61 -2.33 -1.67
O 2.69 -2.35 0.52
O 4.93 -2.99 0.24
O -1.09 -1.18 0.72
C -1.13 -0.01 -0.05
C 0.21 0.43 -0.81
O 1.39 -0.45 -0.99
H -1.54 0.84 0.49
H -1.94 -0.25 -0.75
H 0.58 1.34 -0.34
H -0.01 0.88 -1.77
C -1.72 1.03 -4.61
C -2.63 2.08 -5.29
O -3.54 2.50 -4.25
O -0.73 0.48 -5.54
H -2.15 0.11 -4.21
H -1.19 1.57 -3.83
H -3.13 1.59 -6.13
H -2.09 2.93 -5.70
H -4.45 2.28 -4.47
H 0.13 0.39 -5.13
C -3.42 -0.21 3.71
C -4.50 -1.25 3.38
O -4.62 -1.33 1.99
O -2.15 -0.87 3.50
H -3.40 0.09 4.76
H -3.53 0.70 3.11
H -5.45 -1.07 3.89
H -4.25 -2.25 3.73
H -3.97 -1.93 1.60
H -1.98 -1.09 2.59
C -3.21 -4.22 1.27
C -2.72 -5.51 0.50
O -3.71 -5.69 -0.48
O -3.16 -3.01 0.49
H -2.55 -4.06 2.12
H -4.21 -4.22 1.71
H -2.71 -6.39 1.15
H -1.74 -5.27 0.09
H -3.64 -5.01 -1.15
H -2.32 -2.54 0.44
C -0.13 -3.96 -1.80
C 0.21 -3.23 -3.20
O 1.42 -2.60 -3.26
O 0.44 -3.24 -0.72
H 0.17 -5.00 -1.88
H -1.21 -4.07 -1.73
H -0.50 -2.45 -3.50
H 0.09 -3.98 -3.98
H 1.96 -3.39 -3.33
H 1.33 -3.53 -0.52
O -6.05 0.65 -3.28
C -5.65 1.33 -2.33
N -5.85 2.60 -2.37
C -4.81 0.87 -1.24
H -5.81 3.00 -1.45
H -6.43 2.98 -3.11
H -5.21 -0.07 -0.85
H -5.03 1.66 -0.53
H -3.74 0.78 -1.46
O 2.87 5.27 -2.32
C 2.54 4.47 -3.18
N 1.78 3.45 -2.92
C 3.21 4.64 -4.54
H 1.29 3.64 -2.06
H 1.77 2.66 -3.55
H 3.71 5.60 -4.67
H 2.46 4.41 -5.30
H 4.09 3.99 -4.64
O 2.80 5.01 2.47
C 2.81 4.71 1.31
N 3.51 5.47 0.50
C 1.99 3.54 0.86
H 4.34 5.95 0.83
H 3.27 5.39 -0.48
H 1.72 3.63 -0.19
H 1.09 3.67 1.47
H 2.53 2.60 0.99
O 3.96 0.29 -2.12
C 4.80 0.80 -1.39
N 5.49 0.07 -0.61
C 4.77 2.34 -1.34
H 5.28 -0.92 -0.64
H 5.98 0.36 0.22
H 3.80 2.82 -1.34
H 5.29 2.72 -2.22
H 5.38 2.68 -0.50
O -0.43 3.55 5.13
C -0.73 2.69 4.30
N -0.44 1.41 4.47
C -1.60 3.03 3.18
H 0.29 1.19 5.12
H -0.75 0.70 3.82
H -1.87 4.09 3.13
H -2.49 2.40 3.14
H -0.99 2.93 2.28
O 1.51 -0.40 2.36
C 2.58 0.11 2.71
N 3.52 0.20 1.88
C 2.88 0.57 4.16
H 3.49 -0.20 0.95
H 4.42 0.60 2.10
H 3.92 0.59 4.48
H 2.20 -0.04 4.76
H 2.72 1.64 4.07
O 0.70 -3.14 2.08
C 0.60 -3.92 3.03
N 0.87 -5.20 2.80
C 0.25 -3.31 4.40
H 1.00 -5.48 1.84
H 0.90 -5.89 3.53
H -0.54 -2.57 4.28
H 1.20 -2.81 4.60
H -0.07 -4.10 5.08
*
```

=====

The following max |F| values (in eV/A) correspond, in order, to the records above: 9.6 6.0.
The following LUMO values (in eV) correspond, in order, to the records above: -10.563 -1.612.